(1)
Molecular formula: C30H55N2O9P2
Method: DFT, ωB97M-V/def2-TZVPD

Last column: Löwdin charge in e.
Element x y z (Å)
C 1.446 -3.224 3.838  -0.012
C 1.841 -2.195 4.647  -0.108
C 1.960 -0.721 4.308  -0.111
C 1.245 -0.223 3.041  -0.373
N 1.959 -0.281 1.755  -0.039
C 3.224 -1.023 1.774  -0.043
C 1.093 -0.684 0.664  -0.455
C 0.911 -2.154 0.347  0.023
O 0.516 0.164 0.028  0.121
C 1.053 1.300 3.306  -0.071
C -0.328 1.450 3.993  -0.042
C -0.987 0.175 3.554  -0.134
C -2.455 0.029 3.763  -0.036
C -3.182 -0.958 2.868  -0.213
C -2.769 -2.263 2.615  -0.047
C -3.521 -3.096 1.808  -0.026
C -4.716 -2.676 1.239  -0.267
C -5.542 -3.603 0.391  -0.028
C -5.120 -1.370 1.481  -0.034
C -4.367 -0.533 2.285  -0.032
N -0.172 -0.671 3.048  0.240
H 0.537 -3.792 4.021  0.063
H 2.068 -3.566 3.014  0.057
H 2.063 -2.432 5.691  0.111
H 3.000 -0.382 4.327  0.126
H 1.483 -0.215 5.150  0.130
H 3.939 -0.555 2.446  0.093
H 3.136 -2.085 2.016  0.075
H 3.671 -0.962 0.781  0.098
H 1.652 -2.462 -0.390  0.107
H 0.973 -2.782 1.236  0.053
H -0.093 -2.265 -0.060  0.090
H 1.121 1.796 2.339  0.124
H 1.872 1.746 3.870  0.134
H -0.762 2.335 3.533  0.141
H -0.275 1.508 5.079  0.143
H -2.656 -0.166 4.823  0.159
H -2.866 1.021 3.565  0.133
H -1.864 -2.664 3.060  0.098
H -3.216 -4.119 1.624  0.121
H -5.417 -4.623 0.759  0.084
H -5.237 -3.591 -0.655  0.083
H -6.604 -3.387 0.493  0.086
H -6.041 -0.977 1.069  0.128
H -4.743 0.469 2.454  0.121
H -0.463 -1.573 2.693  0.123
O -3.610 -2.352 -4.025  -0.229
P -4.772 -1.445 -3.986  0.469
O -4.676 -0.407 -5.212  -0.174
C -4.047 -0.752 -6.451  -0.269
C -5.073 -1.101 -7.510  -0.073
O -4.480 -0.473 -2.720  -0.191
C -3.504 -0.811 -1.740  -0.293
C -2.219 -0.045 -1.970  -0.059
O -6.344 -1.353 -3.708  -0.171
C -7.275 -1.917 -4.648  -0.257
C -7.034 -3.390 -4.899  -0.078
H -3.340 -1.572 -6.325  0.108
H -3.477 0.124 -6.765  0.120
H -5.624 -2.004 -7.235  0.063
H -4.586 -1.280 -8.469  0.082
H -5.797 -0.295 -7.630  0.082
H -3.320 -1.887 -1.726  0.100
H -3.927 -0.542 -0.771  0.098
H -1.818 -0.232 -2.966  0.084
H -1.468 -0.320 -1.230  0.041
H -2.401 1.028 -1.894  0.084
H -7.249 -1.343 -5.577  0.106
H -8.265 -1.773 -4.217  0.122
H -6.045 -3.561 -5.337  0.068
H -7.781 -3.789 -5.584  0.087
H -7.080 -3.951 -3.965  0.083
O 5.690 4.393 1.423  -0.232
P 5.902 4.005 0.016  0.470
O 7.121 2.943 -0.047  -0.172
C 7.409 2.062 1.036  -0.273
C 6.869 0.669 0.771  -0.077
O 6.561 5.296 -0.681  -0.191
C 6.507 6.590 -0.073  -0.280
C 7.823 6.915 0.599  -0.073
O 5.176 3.609 -1.357  -0.160
C 4.491 2.353 -1.457  -0.256
C 3.423 2.193 -0.395  -0.082
H 7.016 2.445 1.978  0.106
H 8.495 2.023 1.128  0.123
H 5.776 0.681 0.721  0.042
H 7.167 -0.014 1.568  0.080
H 7.240 0.282 -0.179  0.084
H 5.679 6.658 0.631  0.104
H 6.310 7.304 -0.874  0.118
H 8.077 6.162 1.346  0.075
H 7.780 7.891 1.082  0.078
H 8.629 6.927 -0.136  0.078
H 5.215 1.536 -1.422  0.105
H 4.037 2.329 -2.446  0.125
H 3.857 2.212 0.611  0.064
H 2.895 1.249 -0.521  0.058
H 2.700 3.007 -0.453  0.093

Charge: +1
2S+1: 1

***

(2)
Molecular formula: C9H8BrIO
Method: DFT, ωB97M-V/def2-TZVPD

Last column: natural (NBO) charge in e.
Element x y z (Å)
C -0.716 2.141 -0.318  -0.208
C 0.641 1.877 -0.051  -0.176
C -1.740 1.351 0.158  -0.191
C 1.033 0.844 0.768  -0.225
C -1.346 0.202 0.875  -0.231
C 0.006 -0.005 1.130  -0.081
C 1.481 -1.933 0.840  0.542
C 0.827 -2.412 -0.415  -0.731
C 0.437 -1.368 1.837  -0.291
O 2.637 -1.676 0.975  -0.518
Br -0.987 -2.628 2.142  0.081
I 1.319 -1.033 3.845  0.166
H -0.815 2.996 -0.870  0.209
H 1.367 2.425 -0.597  0.211
H -2.757 1.648 -0.033  0.224
H 2.057 0.636 0.869  0.244
H -2.070 -0.514 1.290  0.237
H 1.406 -2.295 -1.288  0.242
H -0.150 -1.769 -0.431  0.244
H 0.522 -3.439 -0.406  0.252

2S+1: 1

***

(3)
Molecular formula: C4H12N2O2
Method: DFT, ωB97M-V/def2-TZVPD

Last column: natural (NBO) charge in e.
Element x y z (Å)
C 1.196 1.905 0.072  -0.624
C -0.011 0.930 0.088  -0.026
C -0.471 0.645 1.521  -0.622
N 0.211 -0.365 -0.568  -0.641
C 1.396 -1.031 -0.718  0.783
N 1.221 -2.356 -1.093  -0.866
O 2.525 -0.595 -0.586  -0.662
H 0.830 2.894 -0.200  0.204
H 1.569 1.972 1.077  0.206
H 2.001 1.551 -0.560  0.257
H -0.834 1.394 -0.456  0.177
H -1.432 0.149 1.471  0.203
H -0.551 1.478 2.225  0.210
H 0.220 -0.041 1.994  0.213
H -0.607 -0.954 -0.609  0.396
H 0.364 -2.869 -1.170  0.386
H 2.020 -2.748 -1.566  0.399
O -3.007 -0.995 -0.304  -0.946
H -3.603 -0.651 0.379  0.478
H -3.038 -0.314 -0.998  0.474

SMILES: CC(C)NC(N)=O.O
2S+1: 1

***

Let's list max |F| in order: 0.104 0.059 0.017 Eh/bohr.
Let's list HOMO level in order: -11.593 -9.312 -9.340 eV.